Below is an isolated ion of composition C11H12NO and charge +1, with properties calculated with wB97M-V/def2-TZVPD.

Gap between HOMO and LUMO (alpha / beta) (eV): 7.9917 / 7.9923
2S+1: 1
Relative energy (zero: lowest compared OMol25 entry of this formula, charge and spin) (eV): 3.741
Total charge: +1
Energy (Ha): -556.0001
Maximum force (eV/A): 4.74
LUMO level (alpha / beta) (eV): -4.44 / -4.44

```
25
Properties=species:S:1:pos:R:3:forces:R:3:lowdin_charge:R:1
C -3.585 -0.104 0.309 0.1 -3.3 0.3 -0.045
C -3.375 1.185 0.228 1.2 2.1 -1.3 -0.070
C -2.655 -1.206 0.105 0.7 1.3 0.2 0.032
C -2.130 1.756 -0.117 0.8 1.1 -0.5 -0.015
C -1.265 -1.209 -0.054 -2.9 -3.6 -1.0 0.008
C -0.876 1.215 -0.290 -0.8 -0.7 -0.1 0.052
C 3.219 0.371 0.174 2.4 -2.0 -1.6 -0.005
C 2.065 0.928 0.173 -3.7 -2.6 0.2 -0.222
C -0.386 -0.156 -0.061 2.0 2.6 0.3 -0.185
C 3.198 -1.171 -0.142 0.4 1.4 1.6 -0.094
C 1.696 -1.544 0.153 1.5 -0.6 0.4 -0.145
N 0.947 -0.330 -0.011 0.4 3.6 0.3 0.053
O 1.608 2.142 0.419 -1.6 -1.6 1.2 0.122
H -4.611 -0.359 0.430 -0.7 -0.7 0.0 0.112
H -4.175 1.887 0.009 -0.4 -0.3 0.9 0.130
H -3.135 -2.174 0.022 0.1 0.0 0.0 0.118
H -2.326 2.829 -0.373 1.1 -1.0 0.0 0.139
H -0.910 -2.226 -0.429 0.0 1.4 1.0 0.149
H -0.135 1.783 -0.812 0.0 0.6 0.2 0.107
H 4.142 0.953 0.226 -0.3 -0.3 0.2 0.137
H 3.595 -1.491 -1.133 -0.6 0.6 0.6 0.124
H 3.904 -1.572 0.617 -0.7 -0.3 -0.5 0.118
H 1.448 -2.275 -0.599 -0.6 -0.4 0.0 0.116
H 1.586 -1.952 1.199 0.0 0.3 -1.1 0.158
H 2.157 2.719 -0.041 1.5 2.2 -1.3 0.107
```
Forces are in eV/Å.